No. 1
88
Properties=species:S:1:pos:R:3 method="wB97M-V/def2-TZVPD" e_homo_ev=-7.85 homo_lumo_gap_ha=0.2825 mol_weight_g_mol=1069.704 e_above_lowest_kcal_mol=3.3
Na -1.35547 1.21097 -0.23444
C 2.43208 -0.36116 2.27064
C 2.31102 -1.78629 1.73080
C 0.86448 -2.25668 1.51831
Sb 0.07406 -1.92111 -0.45155
C -1.70331 -3.09603 -0.30064
C -2.82409 -2.69377 -1.01914
C -3.99557 -3.43867 -0.98944
C -4.05835 -4.59491 -0.22806
C -2.94638 -5.00566 0.49567
C -1.77500 -4.26326 0.45361
C 1.18398 -3.46540 -1.45100
C 2.06659 -4.32631 -0.80530
C 2.73037 -5.32411 -1.50894
C 2.51849 -5.47452 -2.87106
C 1.64353 -4.62072 -3.52850
C 0.98893 -3.62217 -2.82197
Sb 1.69323 1.15421 0.92609
C 3.32847 0.93828 -0.43533
C 4.64485 1.17004 -0.04183
C 5.69213 0.97210 -0.92983
C 5.43397 0.53588 -2.22333
C 4.12776 0.30683 -2.62764
C 3.08003 0.51270 -1.73773
C 2.48405 2.83522 1.98858
C 2.94333 2.76451 3.30041
C 3.40152 3.90293 3.95405
C 3.40598 5.12602 3.30115
C 2.94806 5.21009 1.99253
C 2.48519 4.07338 1.34519
H 3.48038 -0.11889 2.46049
H 1.88520 -0.27055 3.21170
H 2.79002 -2.45799 2.45137
H 2.90112 -1.87935 0.81163
H 0.17876 -1.74464 2.19532
H 0.76908 -3.32614 1.71290
H -2.79696 -1.77385 -1.59580
H -4.86324 -3.10606 -1.54544
H -4.97245 -5.17373 -0.19316
H -2.99184 -5.90716 1.09415
H -0.91436 -4.60601 1.01686
H 2.24758 -4.22856 0.25862
H 3.41367 -5.98519 -0.99026
H 3.03419 -6.25250 -3.41932
H 1.47314 -4.73163 -4.59223
H 0.31019 -2.96063 -3.35195
H 4.85683 1.51737 0.96422
H 6.71106 1.15811 -0.61357
H 6.25167 0.37830 -2.91515
H 3.92172 -0.03182 -3.63531
H 2.06035 0.34038 -2.06592
H 2.94963 1.81777 3.82774
H 3.75608 3.83161 4.97478
H 3.76469 6.01198 3.80940
H 2.95283 6.16192 1.47576
H 2.12678 4.15253 0.32335
C -4.76547 2.81828 -2.58462
N -3.45580 2.50654 -3.15167
C -3.46579 1.39680 -4.08292
C -2.29895 2.72950 -2.43965
N -1.24744 1.99775 -2.44813
N -2.33840 3.93834 -1.73531
C -1.72232 4.27937 -0.53821
N -2.05457 5.56488 -0.13943
N -0.92647 3.49921 0.07654
H -5.36691 3.39138 -3.29240
H -4.66607 3.37484 -1.65709
H -5.29367 1.89376 -2.33906
H -4.35795 1.47365 -4.70146
H -3.48662 0.42641 -3.57072
H -2.59683 1.43993 -4.73882
H -1.41033 1.14853 -2.98158
H -2.96687 4.62307 -2.11803
H -2.97115 5.90290 -0.38714
H -1.80756 5.77900 0.81309
H -0.63256 3.90155 0.96105
Cl -2.23635 -2.75679 3.66174
C -1.28142 -2.13420 5.01008
Cl -0.69771 -0.48066 4.73326
H -0.42096 -2.77739 5.14704
H -1.90900 -2.11729 5.89245
F -3.50589 0.91936 -0.10545
Te -3.42586 0.31676 1.74351
F -2.85227 2.06600 2.14948
F -3.74666 0.08275 3.55495
F -4.31160 -1.27178 1.35498
F -5.13436 1.06849 1.72298
O -1.76624 -0.27860 1.44905

No. 2
81
Properties=species:S:1:pos:R:3 method="wB97M-V/def2-TZVPD" total_charge=+1 e_homo_ev="-10.84 / -10.84" homo_lumo_gap_ha="0.2345 / 0.2344" mol_weight_g_mol=883.187 e_above_lowest_kcal_mol=25.4
Pd 0.66455 -0.48900 0.98844
Cl -4.35850 -5.44745 0.84845
C -3.03970 -4.37507 0.51779
C -2.79985 -3.30400 1.35439
C -1.73686 -2.47990 1.04262
Cl -1.48568 -1.02164 1.98347
C -0.86892 -2.65705 -0.02350
O 0.16654 -1.85867 -0.29698
C -1.19246 -3.72837 -0.87237
Cl -0.28443 -3.94548 -2.32870
C -2.25202 -4.57490 -0.60753
H -3.43789 -3.09973 2.20230
H -2.46256 -5.39272 -1.28220
O -0.35065 1.22453 -0.53274
P -1.45919 1.88304 -1.29634
C -1.14395 1.96642 -3.06119
C 0.17633 2.08596 -3.49087
C 0.45710 2.26945 -4.83532
C -0.58045 2.34070 -5.75558
C -1.89692 2.21095 -5.33518
C -2.18105 2.02201 -3.99032
C -3.01447 0.99909 -1.13629
C -2.95615 -0.38099 -1.34201
C -4.11447 -1.13821 -1.33004
C -5.34208 -0.51590 -1.13055
C -5.40719 0.85627 -0.93621
C -4.24454 1.61783 -0.93783
C -1.76628 3.56515 -0.73675
C -2.23323 4.57159 -1.57827
C -2.54297 5.82167 -1.06001
C -2.38740 6.07102 0.29584
C -1.91869 5.07202 1.13962
C -1.60971 3.82325 0.62526
H 0.97819 2.02690 -2.76462
H 1.48260 2.36485 -5.16721
H -0.36261 2.49942 -6.80366
H -2.70385 2.25939 -6.05438
H -3.20978 1.90837 -3.66933
H -1.99447 -0.84739 -1.52609
H -4.06391 -2.20922 -1.48487
H -6.25165 -1.10261 -1.13571
H -6.36477 1.33755 -0.78658
H -4.29848 2.68824 -0.78018
H -2.34874 4.38642 -2.63892
H -2.90987 6.59988 -1.71618
H -2.63098 7.04642 0.69638
H -1.80380 5.26726 2.19810
H -1.24463 3.03719 1.27576
C 1.44400 1.96117 2.33562
Si 3.18823 1.33962 2.61894
C 4.24529 2.65107 3.39282
C 3.09078 -0.18085 3.69086
C 3.91225 0.93114 0.92111
Te 2.92848 -0.62458 -0.13337
C 3.96702 -2.15256 0.90416
Si 3.19298 -3.87300 1.19708
C 2.59425 -4.51807 -0.43167
C 4.60329 -4.88039 1.86862
C 1.81245 -3.69733 2.43681
H 0.93351 2.14810 3.28159
H 0.80331 1.26240 1.76380
H 1.41815 2.87248 1.73567
H 3.86995 2.91922 4.38333
H 4.26623 3.56000 2.78794
H 5.27299 2.30219 3.51347
H 2.71950 0.09424 4.68143
H 4.06149 -0.66092 3.83264
H 2.40006 -0.92415 3.27933
H 4.95707 0.62072 0.99435
H 3.87729 1.81328 0.27726
H 4.24850 -1.69876 1.85471
H 4.87781 -2.28760 0.31274
H 3.42483 -4.88981 -1.03655
H 2.07827 -3.74520 -1.00170
H 1.89002 -5.34162 -0.29533
H 5.41044 -4.93993 1.13428
H 4.28943 -5.90236 2.09336
H 5.01297 -4.44801 2.78413
H 1.19259 -2.82995 2.19450
H 2.19076 -3.56442 3.45276
H 1.15628 -4.57068 2.43143